Formula: C15H21O18Zn
Source: OMol25
Level of theory: ωB97M-V with the def2-TZVPD basis set

Output
Energy relative to the best compared isomer or geometry (same formula, charge and spin) ... 0.0 kJ/mol
Total charge ... -1
HOMO-LUMO gap ... 6.4 eV

CARTESIAN COORDINATES (ANGSTROEM)
1 Zn -2.063 -0.968 -0.343
2 O -0.774 -3.775 -3.182
3 C -1.563 -3.523 -2.062
4 O -1.588 -2.273 -1.767
5 O -2.100 -4.454 -1.517
6 H -0.318 -2.938 -3.318
7 O -6.123 -0.396 0.278
8 C -5.166 -1.304 -0.184
9 O -4.043 -0.782 -0.417
10 O -5.544 -2.458 -0.331
11 H -6.865 -0.996 0.407
12 O -1.123 -2.469 3.329
13 C -1.998 -2.869 2.328
14 O -1.954 -2.128 1.289
15 O -2.678 -3.849 2.541
16 H -0.799 -1.594 3.095
17 C 2.089 3.126 -1.717
18 C 0.674 3.114 -2.216
19 C 0.429 2.575 -3.632
20 O -0.406 1.447 -3.425
21 C -0.828 1.400 -2.142
22 O -1.594 0.604 -1.726
23 O -0.142 2.289 -1.379
24 H 2.591 2.190 -1.991
25 H 2.157 3.234 -0.638
26 H 2.680 3.902 -2.208
27 H 0.270 4.128 -2.131
28 H 1.344 2.230 -4.115
29 H -0.009 3.346 -4.264
30 C 3.643 -3.110 -1.552
31 C 2.901 -2.526 -0.391
32 C 3.434 -1.188 0.107
33 O 2.274 -0.445 0.421
34 C 1.184 -1.085 -0.072
35 O 0.070 -0.698 0.033
36 O 1.525 -2.237 -0.661
37 H 3.466 -4.165 -1.733
38 H 4.720 -2.995 -1.374
39 H 3.463 -2.520 -2.454
40 H 2.863 -3.236 0.443
41 H 4.044 -0.697 -0.665
42 H 4.124 -1.288 0.944
43 C 1.463 2.460 3.008
44 C 0.122 1.889 3.359
45 C -0.988 2.940 3.467
46 O -2.020 2.490 2.606
47 C -1.594 1.405 1.915
48 O -2.238 0.836 1.098
49 O -0.363 1.037 2.318
50 H 2.222 1.760 2.677
51 H 1.769 3.127 3.820
52 H 1.340 3.171 2.176
53 H 0.147 1.274 4.260
54 H -0.698 3.967 3.223
55 H -1.428 3.026 4.465